No. 1
91
Properties=species:S:1:pos:R:3 method="wB97M-V/def2-TZVPD" charge=+1 s2=6.039 spin_multiplicity=5 homo_energy_ev="-9.295 / -10.810" max_force_ev_per_a=3.15 orbital_gap_ev="5.62 / 6.02" energy_ha=-2334.15979 de_lowest_kj_mol=224.4
Ir -1.43 1.66 -0.45
C -0.11 3.25 -1.55
C -1.02 3.69 -0.48
C 0.99 2.88 0.45
C 1.09 2.74 -0.94
C -0.29 3.44 0.77
C -0.19 3.69 -2.99
H -1.18 4.05 -3.28
H 0.10 2.89 -3.69
H 0.52 4.52 -3.13
C 2.28 2.20 -1.63
H 2.10 2.07 -2.70
H 2.62 1.25 -1.20
H 3.12 2.90 -1.49
C 2.05 2.51 1.41
H 2.79 3.33 1.45
H 2.60 1.61 1.07
H 1.69 2.32 2.43
C -0.65 4.06 2.09
H -0.09 5.01 2.16
H -0.36 3.44 2.95
H -1.71 4.28 2.19
C -2.06 4.77 -0.64
H -1.62 5.77 -0.59
H -2.82 4.71 0.15
H -2.58 4.69 -1.59
C -2.89 -2.24 -1.54
C -3.44 -1.21 -2.24
C -4.90 -0.85 -2.09
C -5.37 -0.68 -0.63
C -4.27 -0.27 0.30
C -3.69 -1.19 1.09
C -3.79 -2.68 0.83
C -3.66 -3.16 -0.65
H -5.48 -1.64 -2.61
H -5.80 -1.65 -0.31
H -5.15 0.07 -2.64
H -4.68 -3.38 -1.03
H -1.87 -2.56 -1.79
H -3.02 -1.04 -3.25
H -3.16 -4.15 -0.66
H -2.97 -3.15 1.38
H -3.24 -0.97 2.07
H -4.71 -3.08 1.29
H -6.21 0.04 -0.57
H -4.09 0.80 0.41
P -1.33 -0.24 -1.81
C 0.31 -0.54 -2.60
C -2.37 1.00 -2.83
P -1.19 0.40 1.41
C -0.99 -0.89 0.08
C -2.52 1.27 2.37
C 0.13 -0.09 2.61
H 1.05 -0.82 -1.83
H 0.64 0.36 -3.16
H 0.21 -1.38 -3.31
H -3.43 0.94 -2.55
H -2.26 0.71 -3.88
H -2.08 2.05 -2.72
H -0.32 -0.88 3.25
H 0.42 0.79 3.21
H 0.98 -0.52 2.02
H -0.02 -1.42 0.10
H -1.81 -1.58 0.31
H -2.12 1.59 3.34
H -3.40 0.65 2.56
H -2.86 2.13 1.78
C 3.77 -3.86 -1.10
C 3.55 -3.78 0.39
C 3.90 -2.39 1.03
C 3.56 -2.33 2.51
C 4.22 -3.39 3.39
C 5.39 -2.13 0.80
O 6.26 -2.98 0.89
N 5.75 -0.82 0.55
C 4.89 0.28 0.31
O 5.36 1.41 0.26
N 3.57 -0.04 0.13
C 3.08 -1.25 0.33
O 1.89 -1.52 0.03
H 3.16 -3.13 -1.63
H 3.48 -4.86 -1.44
H 4.82 -3.71 -1.36
H 2.49 -3.97 0.63
H 4.17 -4.53 0.89
H 3.83 -1.33 2.89
H 2.47 -2.41 2.60
H 5.31 -3.26 3.41
H 3.85 -3.28 4.41
H 3.99 -4.40 3.04
H 6.72 -0.60 0.55



No. 2
20
Properties=species:S:1:pos:R:3 method="wB97M-V/def2-TZVPD" homo_energy_ev=-7.952 max_force_ev_per_a=0.40 orbital_gap_ev=9.01 energy_ha=-290.97922 de_lowest_kj_mol=471.4
C -1.96 -2.42 -0.25
C -1.23 -1.22 0.33
N 1.59 0.46 -0.41
C 2.67 0.96 0.41
C 0.39 0.82 -0.22
C -0.13 1.80 0.80
C -0.61 0.12 -1.11
H -1.35 -3.22 -0.70
H -2.49 -2.85 0.61
H -2.74 -2.13 -0.96
H -0.22 -1.52 0.68
H 3.29 1.64 -0.18
H 2.35 1.48 1.33
H 3.30 0.12 0.70
H -1.22 1.76 0.86
H 0.26 1.57 1.80
H 0.19 2.82 0.56
H -0.56 -1.03 -0.91
H -0.19 0.02 -2.12
H -1.60 0.56 -1.16



No. 3
37
Properties=species:S:1:pos:R:3 method="wB97M-V/def2-TZVPD" charge=-1 s2=0.779 spin_multiplicity=2 homo_energy_ev="-5.546 / -5.627" max_force_ev_per_a=2.74 orbital_gap_ev="7.92 / 8.00" energy_ha=-5897.98576 de_lowest_kj_mol=0.0
O -1.04 0.13 2.02
V 0.43 -0.13 1.48
C 3.09 2.92 0.78
C 2.20 1.78 1.15
O 1.19 1.97 1.89
O 2.40 0.63 0.66
H 2.58 3.52 0.03
H 4.02 2.54 0.35
H 3.34 3.51 1.66
C 1.46 -2.27 -1.83
F 2.15 -1.14 -1.99
F 0.23 -2.08 -2.29
F 2.05 -3.23 -2.54
S 1.51 -2.75 -0.03
O 1.42 -4.17 0.02
O 2.64 -2.08 0.49
N 0.16 -1.99 0.55
S -1.23 -2.80 0.37
O -2.31 -1.85 0.38
O -1.26 -3.78 -0.66
C -1.44 -3.70 1.95
F -1.60 -2.84 2.95
F -2.55 -4.46 1.83
F -0.43 -4.51 2.21
Br 1.50 -1.10 3.64
C -1.14 0.93 -1.23
O -0.23 0.62 -0.48
N -1.75 2.13 -1.19
C -2.63 2.55 -2.25
C -1.26 3.15 -0.28
H -1.51 0.26 -2.01
H -2.19 3.39 -2.79
H -3.59 2.85 -1.83
H -2.74 1.75 -2.98
H -0.83 2.69 0.60
H -0.53 3.81 -0.75
H -2.11 3.73 0.10



No. 4
13
Properties=species:S:1:pos:R:3 method="wB97M-V/def2-TZVPD" charge=+1 s2=0.763 spin_multiplicity=2 homo_energy_ev="-14.765 / -13.412" max_force_ev_per_a=4.57 orbital_gap_ev="9.90 / 5.11" energy_ha=-588.26626 de_lowest_kj_mol=393.5
C -0.84 0.77 -2.15
S 0.95 0.22 -1.46
H -1.62 0.77 -1.36
H -1.33 0.11 -2.81
H -0.73 1.77 -2.54
N -0.20 -1.42 1.10
C 0.10 -0.44 2.05
N 0.76 0.65 1.76
H -0.07 -2.35 1.40
H -0.25 -1.42 0.03
H 0.20 -1.00 3.00
H 0.72 1.24 2.67
H 2.32 1.08 -1.69



No. 5
23
Properties=species:S:1:pos:R:3 method="wB97M-V/def2-TZVPD" homo_energy_ev=-8.865 max_force_ev_per_a=8.51 orbital_gap_ev=9.83 energy_ha=-351.21503 de_lowest_kj_mol=302.4 smiles=Cc1ccccc1.CC
C 0.90 1.49 1.12
C 1.23 0.58 -0.07
C 1.76 1.33 -1.15
C 1.99 0.71 -2.42
C 2.15 -0.65 -2.46
C 1.78 -1.38 -1.33
C 1.12 -0.72 -0.24
H 1.85 1.54 1.76
H 0.02 1.10 1.66
H 0.75 2.50 0.85
H 1.76 2.39 -0.97
H 2.12 1.24 -3.17
H 2.69 -1.21 -3.30
H 1.74 -2.56 -1.22
H 0.51 -1.30 0.37
C -3.30 -0.16 0.95
C -2.28 -1.13 1.82
H -2.98 -0.46 -0.03
H -4.41 -0.01 1.16
H -2.96 0.88 0.97
H -1.40 -1.55 1.34
H -2.90 -2.02 1.63
H -2.14 -0.61 2.73



No. 6
71
Properties=species:S:1:pos:R:3 method="wB97M-V/def2-TZVPD" charge=+3 s2=0.760 spin_multiplicity=2 homo_energy_ev="-15.478 / -15.478" max_force_ev_per_a=0.96 orbital_gap_ev="5.33 / 4.92" energy_ha=-5463.82046 de_lowest_kj_mol=0.0
W 0.65 -1.22 0.65
C -1.47 -4.31 4.49
C -2.18 -4.46 3.17
O -1.66 -3.49 2.17
P -1.75 -1.95 2.28
S -0.07 -1.09 3.01
S -1.70 -1.24 0.33
O -3.03 -1.62 3.06
C -3.54 -0.26 3.40
C -4.30 -0.36 4.69
H -1.88 -5.05 5.18
H -1.63 -3.33 4.94
H -0.40 -4.50 4.39
H -3.25 -4.28 3.24
H -1.99 -5.41 2.69
H -4.17 0.03 2.55
H -2.67 0.40 3.47
H -5.11 -1.08 4.60
H -4.74 0.61 4.91
H -3.65 -0.64 5.51
Cl 6.21 -5.83 0.71
C 4.71 -5.02 0.68
C 4.66 -3.67 1.09
Cl 6.03 -2.82 1.62
C 3.42 -3.05 1.04
Cl 3.18 -1.37 1.48
C 2.28 -3.71 0.61
O 1.13 -2.97 0.60
C 2.32 -5.02 0.19
Cl 0.89 -5.78 -0.34
C 3.56 -5.68 0.23
Cl 3.65 -7.30 -0.28
S 0.95 -1.01 -1.76
C -0.55 -0.85 -2.66
N -1.21 -1.98 -3.02
C -2.29 -1.99 -3.81
C -2.79 -0.80 -4.30
C -2.13 0.38 -3.96
C -1.01 0.36 -3.14
H -0.84 -2.87 -2.69
H -2.72 -2.95 -4.03
H -3.65 -0.80 -4.94
H -2.48 1.33 -4.35
H -0.47 1.27 -2.91
C 3.24 1.12 -0.60
C 2.03 1.59 0.13
N 1.09 0.84 0.75
C 0.19 1.74 1.33
C 0.56 2.99 1.01
N 1.72 2.88 0.27
C 2.26 3.95 -0.57
N 1.37 4.07 -1.68
N 0.98 2.94 -2.31
N 0.08 3.21 -3.17
C -0.16 4.57 -3.14
C -1.03 5.36 -3.90
C -1.05 6.70 -3.63
C -0.23 7.27 -2.63
C 0.65 6.51 -1.88
C 0.66 5.14 -2.17
H 3.24 0.05 -0.75
H 4.14 1.39 -0.04
H 3.27 1.59 -1.58
H -0.66 1.41 1.90
H 0.12 3.95 1.23
H 3.27 3.67 -0.87
H 2.30 4.88 0.00
H -1.65 4.92 -4.67
H -1.71 7.35 -4.19
H -0.28 8.33 -2.46
H 1.29 6.97 -1.15